ORCA calculation (ωB97M-V/def2-TZVPD) on C52H69N3O3PRhSi4Te as an isolated structure in a non-equilibrium geometry.

As for the charge: 0. As for the gap between HOMO and LUMO (spin up / spin down): 4.96 / 4.77 eV. The calculation puts the energy at -116754.437 eV. The strongest force on any atom is 1.4 eV/Å.

The geometry in XYZ format:
```
134
Properties=species:S:1:pos:R:3:forces:R:3
Te 1.107 -0.284 1.465 0.213 -0.747 -0.339
Rh -1.002 0.051 -0.082 -0.094 0.424 0.235
P -2.536 -0.286 1.419 0.010 0.015 -0.166
Si 2.562 0.884 3.060 -0.104 0.379 0.314
Si 4.557 1.299 1.932 -0.007 0.030 0.037
Si 2.914 -0.605 4.831 0.041 0.045 -0.044
Si 1.582 2.852 3.837 0.165 0.003 0.012
O 3.053 -2.247 -5.994 -0.234 0.141 -0.031
O -3.468 -2.089 -5.299 0.122 -0.190 0.833
O 2.301 1.513 -2.673 0.001 -0.234 -0.174
N 1.188 -0.977 -4.721 0.069 0.008 0.142
N -1.108 -0.908 -4.385 0.054 0.260 -0.137
N 0.302 -0.729 -2.554 0.412 0.233 -0.034
C 1.285 3.997 2.375 -0.030 -0.004 0.108
C -3.092 0.919 2.684 0.021 -0.132 -0.028
C -4.015 -1.078 -6.143 0.046 0.056 0.046
C -4.047 -0.123 0.348 0.150 -0.086 0.023
C -2.208 -0.981 -3.474 -0.380 -0.041 0.132
C 2.215 -1.525 -6.795 0.087 -0.055 0.059
C 4.137 -2.919 -6.602 0.029 0.012 -0.043
C 5.756 2.286 3.002 0.015 -0.024 -0.124
C -3.506 3.155 3.439 0.060 0.046 -0.037
C -4.374 -2.041 -3.088 0.286 0.241 -0.040
C 1.191 -0.839 -6.110 0.152 -0.172 -0.079
C -2.399 0.415 -1.406 0.617 0.289 0.138
C 0.324 -0.038 -6.835 -0.034 0.027 0.003
C -6.333 0.513 -0.077 0.022 0.136 -0.069
C -3.670 0.723 -1.987 0.130 0.101 0.309
C 5.363 -0.347 1.515 0.001 0.088 0.036
C 3.131 -2.352 4.182 -0.026 0.077 0.040
C 1.478 -0.538 6.047 0.080 -0.040 0.005
C -2.340 -1.830 2.386 0.051 0.152 0.036
C 3.456 -2.286 -1.426 0.032 0.081 -0.018
C -5.497 -0.231 0.657 -0.073 0.065 0.121
C -0.045 2.457 4.675 0.026 0.106 0.015
C 1.427 -0.637 -8.883 0.009 -0.002 -0.009
C 2.671 3.740 5.095 -0.041 -0.001 -0.074
C -3.855 0.453 3.755 0.023 -0.028 0.088
C -1.241 -2.801 4.312 -0.006 0.012 -0.001
C -2.176 2.906 1.355 0.149 0.000 -0.021
C -2.409 -4.202 2.760 0.055 0.093 0.049
C -4.367 -1.605 -1.708 0.097 0.552 0.158
C 4.375 -1.264 -1.627 -0.021 -0.077 -0.016
C 4.214 2.308 0.384 0.004 -0.025 0.090
C 0.434 0.051 -8.218 -0.009 0.006 -0.024
C -4.427 1.320 4.667 -0.007 0.055 -0.005
C 1.670 -0.811 -2.150 -0.015 -0.077 -0.033
C -1.662 -4.061 3.918 -0.027 -0.031 -0.043
C 0.150 -0.847 -3.831 -0.249 -0.157 -0.161
C -4.244 2.685 4.508 -0.027 -0.035 0.058
C -2.520 0.401 -2.883 -0.020 -0.277 -0.390
C 2.330 -1.421 -8.169 -0.012 -0.008 0.079
C 1.079 2.111 -2.265 0.027 -0.043 0.419
C 3.943 -0.018 -2.036 -0.108 0.012 0.019
C 4.467 -0.136 5.793 -0.061 -0.054 -0.029
C -4.851 1.587 -1.907 -0.059 -0.168 -0.111
C 2.593 0.235 -2.271 -0.014 0.086 0.094
C 2.122 -2.049 -1.693 -0.034 0.031 -0.023
C -1.574 -1.700 3.546 -0.044 0.019 0.066
C -5.953 1.461 -1.138 -0.026 -0.067 -0.012
C -3.706 -0.559 -1.068 -1.102 -0.692 -0.599
C -2.748 -3.101 1.978 -0.075 -0.057 0.001
C -2.925 2.297 2.506 -0.056 0.104 0.028
C -3.410 -1.720 -3.970 -0.049 -0.019 -0.476
C -3.517 -3.316 0.710 0.127 -0.078 -0.035
H -0.255 0.681 -8.764 -0.023 0.024 -0.031
H 3.173 -3.061 5.010 0.007 -0.073 0.046
H -5.197 -2.663 -3.409 -0.071 0.008 -0.037
H 4.098 3.361 0.643 -0.015 0.088 0.017
H 4.634 0.802 -2.171 0.022 0.019 -0.009
H -5.132 -2.085 -1.107 0.144 -0.134 0.108
H 6.689 2.434 2.453 0.079 0.026 -0.002
H -1.224 -0.721 3.852 0.001 -0.005 -0.038
H 3.115 -1.945 -8.692 0.034 -0.022 -0.025
H 4.599 -0.809 6.642 0.015 -0.040 0.069
H 2.068 -1.255 -4.308 -0.011 0.054 -0.025
H -2.075 1.230 -3.428 0.088 0.054 0.148
H -0.426 0.538 -6.315 -0.016 0.023 0.020
H -4.846 2.392 -2.635 0.007 0.037 0.054
H 2.226 4.362 1.964 0.094 0.030 -0.016
H 2.179 4.646 5.455 -0.029 0.051 0.022
H 5.039 2.222 -0.325 0.045 0.042 -0.031
H -2.926 -2.987 -0.149 -0.027 0.025 0.021
H -4.017 -1.494 -7.148 -0.028 0.060 0.000
H -3.993 -0.611 3.889 -0.012 -0.050 -0.007
H -0.645 -2.673 5.205 0.036 -0.002 0.033
H 3.775 -3.256 -1.071 0.020 -0.027 0.017
H 1.382 -2.830 -1.566 0.005 0.002 0.000
H 2.313 -2.627 3.517 -0.079 -0.021 -0.026
H -5.877 -0.835 1.471 0.012 -0.086 0.015
H -2.003 3.964 1.548 0.025 0.037 -0.015
H 1.520 -0.562 -9.957 0.004 -0.003 -0.038
H 3.302 1.976 -0.110 -0.030 -0.048 -0.043
H 5.993 1.782 3.937 0.008 -0.074 0.086
H 3.632 4.028 4.671 0.065 0.021 -0.039
H -1.218 2.406 1.187 -0.073 0.020 0.018
H 6.089 -0.231 0.710 0.080 -0.007 -0.038
H 4.805 -2.211 -7.099 0.002 -0.040 -0.002
H 5.358 -0.210 5.171 0.077 -0.021 -0.067
H 5.886 -0.739 2.389 0.032 -0.040 0.080
H 1.549 0.364 6.655 -0.006 0.069 0.056
H -4.673 3.382 5.216 -0.016 0.019 0.022
H 5.426 -1.428 -1.438 0.061 -0.021 0.004
H -3.882 0.967 0.289 -0.195 -0.135 -0.068
H -0.662 1.829 4.040 -0.166 -0.093 -0.145
H -3.359 4.221 3.316 -0.014 0.039 0.003
H -3.748 -4.371 0.568 -0.006 -0.020 0.017
H 3.782 -3.660 -7.324 0.036 0.000 0.010
H -1.402 -4.933 4.502 0.001 -0.021 0.025
H 4.414 0.881 6.177 -0.018 0.099 0.028
H -0.595 3.374 4.895 -0.086 0.039 0.002
H 4.668 -3.419 -5.797 -0.003 0.010 -0.036
H 1.507 -1.396 6.722 -0.004 -0.048 0.041
H -5.031 -0.841 -5.823 0.004 0.065 -0.086
H 0.512 -0.523 5.548 -0.106 -0.037 -0.087
H -5.008 0.932 5.492 -0.016 -0.010 0.039
H 4.058 -2.433 3.615 0.074 -0.013 -0.054
H 0.112 1.926 5.612 0.044 -0.032 0.109
H -4.456 -2.766 0.714 -0.015 0.012 0.046
H 0.817 1.814 -1.233 0.050 0.056 -0.285
H -6.722 2.199 -1.336 0.012 0.035 -0.009
H 2.870 3.105 5.959 0.002 -0.067 0.076
H -2.735 2.822 0.420 -0.015 -0.002 -0.025
H -2.731 -5.184 2.441 -0.012 -0.063 -0.006
H -3.393 -0.178 -6.114 -0.064 0.041 -0.041
H -1.197 -1.348 -5.287 -0.017 -0.099 0.037
H 1.255 3.187 -2.289 -0.022 -0.030 0.016
H 4.621 -1.080 1.202 -0.080 -0.048 -0.060
H 0.688 4.861 2.675 -0.036 0.055 -0.013
H -1.866 -1.544 -2.592 -0.012 -0.063 -0.145
H 5.357 3.270 3.246 -0.046 0.085 -0.004
H -7.390 0.496 0.158 -0.039 -0.016 -0.008
H 0.760 3.472 1.578 -0.044 -0.043 -0.066
H 0.261 1.862 -2.938 -0.075 -0.055 -0.024
```
Forces are in eV/Å.

Atomic partial charges in e from the Mulliken method, atoms 1 to 99: number 1, Te, carries -0.123; number 2, Rh, carries -0.378; number 3, P, carries 1.108; number 4, Si, carries -0.185; number 5, Si, carries 0.420; number 6, Si, carries 0.466; number 7, Si, carries 0.405; number 8, O, carries -0.368; number 9, O, carries -0.567; number 10, O, carries -0.645; number 11, N, carries 0.335; number 12, N, carries 0.219; number 13, N, carries 0.885; number 14, C, carries -0.758; number 15, C, carries 1.333; number 16, C, carries -0.703; number 17, C, carries -0.405; number 18, C, carries -0.351; number 19, C, carries 0.790; number 20, C, carries -1.014; number 21, C, carries -1.168; number 22, C, carries -0.641; number 23, C, carries -1.095; number 24, C, carries -0.179; number 25, C, carries -0.916; number 26, C, carries -0.148; number 27, C, carries -0.800; number 28, C, carries 0.392; number 29, C, carries -0.912; number 30, C, carries -1.047; number 31, C, carries -0.856; number 32, C, carries 0.952; number 33, C, carries -1.231; number 34, C, carries -2.068; number 35, C, carries -0.138; number 36, C, carries -0.769; number 37, C, carries -1.140; number 38, C, carries -0.683; number 39, C, carries -0.705; number 40, C, carries -1.012; number 41, C, carries -0.775; number 42, C, carries 0.388; number 43, C, carries -0.857; number 44, C, carries -0.376; number 45, C, carries -0.967; number 46, C, carries -0.910; number 47, C, carries -2.139; number 48, C, carries -0.957; number 49, C, carries -0.571; number 50, C, carries -0.834; number 51, C, carries -0.112; number 52, C, carries -0.418; number 53, C, carries -0.462; number 54, C, carries -0.534; number 55, C, carries -1.107; number 56, C, carries -1.329; number 57, C, carries 1.915; number 58, C, carries 0.106; number 59, C, carries 0.226; number 60, C, carries -0.747; number 61, C, carries 2.207; number 62, C, carries 0.116; number 63, C, carries 0.757; number 64, C, carries 0.232; number 65, C, carries -0.676; number 66, H, carries 0.399; number 67, H, carries 0.405; number 68, H, carries 0.510; number 69, H, carries 0.435; number 70, H, carries 0.685; number 71, H, carries 0.577; number 72, H, carries 0.376; number 73, H, carries 0.243; number 74, H, carries 0.427; number 75, H, carries 0.382; number 76, H, carries 0.167; number 77, H, carries 0.948; number 78, H, carries 0.482; number 79, H, carries 0.503; number 80, H, carries 0.365; number 81, H, carries 0.365; number 82, H, carries 0.422; number 83, H, carries -0.095; number 84, H, carries 0.276; number 85, H, carries 0.582; number 86, H, carries 0.473; number 87, H, carries 0.501; number 88, H, carries 0.470; number 89, H, carries 0.283; number 90, H, carries 0.472; number 91, H, carries 0.592; number 92, H, carries 0.387; number 93, H, carries -0.472; number 94, H, carries 0.265; number 95, H, carries 0.253; number 96, H, carries -0.201; number 97, H, carries 0.340; number 98, H, carries 0.413; number 99, H, carries 0.235

ORCA calculation (ωB97M-V/def2-TZVPD) on an isolated ion of composition C6H11N2 and charge +1 in a non-equilibrium geometry.

As for the charge: +1. As for the gap between HOMO and LUMO: 9.25 eV. The calculation puts the energy at -9370.605 eV. Its SMILES is C[NH2+]C1=CC=NCC1. The energy above the lowest of the compared OMol25 structures with the same formula, charge and spin is 398.5 kJ/mol. The strongest force on any atom is 6.8 eV/Å.

The geometry in XYZ format:
```
19
Properties=species:S:1:pos:R:3:forces:R:3
N 1.280 -0.291 -2.455 1.603 0.304 -0.080
N -1.076 0.607 1.165 0.767 -0.310 -0.630
C -0.093 0.305 0.064 -0.880 -1.192 -1.463
C 1.407 0.778 -1.793 -1.514 -0.006 0.709
C 0.596 1.201 -0.595 0.081 1.903 1.124
C 0.590 -1.452 -1.971 2.534 2.117 6.000
C -0.583 0.430 2.572 -0.472 -4.746 -1.413
C -0.197 -1.115 -0.522 1.071 2.049 -2.425
H -1.221 0.882 3.224 -2.709 0.317 1.809
H 0.168 -1.755 0.155 1.467 -2.581 2.598
H -1.154 -1.451 -0.747 -2.322 -0.030 0.055
H 1.995 1.631 -2.035 0.885 0.107 -1.345
H -1.866 0.082 0.821 -0.549 -1.396 0.957
H 0.210 1.013 2.751 3.613 2.034 -0.378
H 1.302 -2.293 -1.648 -0.852 1.333 -1.201
H -0.107 -1.719 -2.626 -2.636 -1.487 -2.823
H -0.278 -0.667 2.809 -0.979 2.004 -0.492
H 0.562 2.319 -0.287 0.344 -2.012 -0.687
H -1.537 1.494 1.119 0.547 1.593 -0.314
```
Forces are in eV/Å.

The net atomic charges from Mulliken, expressed in e, are: number 1, N, carries -0.523; number 2, N, carries -0.108; number 3, C, carries 0.141; number 4, C, carries -0.142; number 5, C, carries -0.138; number 6, C, carries -0.513; number 7, C, carries -0.928; number 8, C, carries -1.072; number 9, H, carries 0.451; number 10, H, carries 0.502; number 11, H, carries 0.478; number 12, H, carries 0.373; number 13, H, carries 0.405; number 14, H, carries 0.432; number 15, H, carries 0.261; number 16, H, carries 0.421; number 17, H, carries 0.297; number 18, H, carries 0.274; number 19, H, carries 0.389

Repeat the second record exactly.
ORCA calculation (ωB97M-V/def2-TZVPD) on an isolated ion of composition C6H11N2 and charge +1 in a non-equilibrium geometry.

As for the charge: +1. As for the gap between HOMO and LUMO: 9.25 eV. The calculation puts the energy at -9370.605 eV. Its SMILES is C[NH2+]C1=CC=NCC1. The energy above the lowest of the compared OMol25 structures with the same formula, charge and spin is 398.5 kJ/mol. The strongest force on any atom is 6.8 eV/Å.

The geometry in XYZ format:
```
19
Properties=species:S:1:pos:R:3:forces:R:3
N 1.280 -0.291 -2.455 1.603 0.304 -0.080
N -1.076 0.607 1.165 0.767 -0.310 -0.630
C -0.093 0.305 0.064 -0.880 -1.192 -1.463
C 1.407 0.778 -1.793 -1.514 -0.006 0.709
C 0.596 1.201 -0.595 0.081 1.903 1.124
C 0.590 -1.452 -1.971 2.534 2.117 6.000
C -0.583 0.430 2.572 -0.472 -4.746 -1.413
C -0.197 -1.115 -0.522 1.071 2.049 -2.425
H -1.221 0.882 3.224 -2.709 0.317 1.809
H 0.168 -1.755 0.155 1.467 -2.581 2.598
H -1.154 -1.451 -0.747 -2.322 -0.030 0.055
H 1.995 1.631 -2.035 0.885 0.107 -1.345
H -1.866 0.082 0.821 -0.549 -1.396 0.957
H 0.210 1.013 2.751 3.613 2.034 -0.378
H 1.302 -2.293 -1.648 -0.852 1.333 -1.201
H -0.107 -1.719 -2.626 -2.636 -1.487 -2.823
H -0.278 -0.667 2.809 -0.979 2.004 -0.492
H 0.562 2.319 -0.287 0.344 -2.012 -0.687
H -1.537 1.494 1.119 0.547 1.593 -0.314
```
Forces are in eV/Å.

The net atomic charges from Mulliken, expressed in e, are: number 1, N, carries -0.523; number 2, N, carries -0.108; number 3, C, carries 0.141; number 4, C, carries -0.142; number 5, C, carries -0.138; number 6, C, carries -0.513; number 7, C, carries -0.928; number 8, C, carries -1.072; number 9, H, carries 0.451; number 10, H, carries 0.502; number 11, H, carries 0.478; number 12, H, carries 0.373; number 13, H, carries 0.405; number 14, H, carries 0.432; number 15, H, carries 0.261; number 16, H, carries 0.421; number 17, H, carries 0.297; number 18, H, carries 0.274; number 19, H, carries 0.389